A:
Density functional theory data (ωB97M-V/def2-TZVPD) for 3 unconnected molecules or ions with the total composition C2H9NO.

Each line ends with the Löwdin charge.
Cartesian coordinates (Å):
H1 -2.5240 -1.4440 -6.2990  0.00
H2 -2.4069 -2.1051 -5.9661  0.00
C1 0.9908 -0.7055 1.2200  -0.11
C2 0.8349 -0.8152 -0.2415  -0.22
O1 -0.3136 -0.8241 0.5589  -0.10
H3 0.9252 0.2053 1.7905  0.10
H4 1.6222 -1.5285 1.5636  0.10
H5 1.0830 0.0652 -0.8397  0.10
H6 0.9571 -1.7019 -0.8651  0.11
N1 -0.7029 2.2842 0.0627  0.03
H7 -1.5406 2.4588 0.5936  0.01
H8 -0.8889 2.4036 -0.9280  0.01
H9 -0.3583 1.3370 0.1496  -0.04

Summary:
SMILES	[H][H].C1CO1.N
multiplicity	1
charge	0
LUMO level	1.07	eV
molecular weight	63.10	Da
frontier orbital gap	10.78	eV

---

B:
Density functional theory data (ωB97M-V/def2-TZVPD) for 2 unconnected molecules or ions with the total composition C2H9NO.

Each line ends with the Löwdin charge.
Cartesian coordinates (Å):
C1 -0.9006 1.6172 -1.4620  -0.13
O1 -0.8167 1.6109 -0.0665  -0.21
C2 -1.2809 0.4643 0.5746  -0.14
H1 -1.4969 0.7876 -1.8518  0.08
H2 -1.4093 2.5020 -1.7963  0.08
H3 0.0841 1.5661 -1.9297  0.09
H4 -0.4953 -0.2844 0.7365  0.08
H5 -1.7121 0.6561 1.5624  0.09
H6 -2.0868 0.0106 0.0363  0.07
N1 2.7677 -2.2928 1.2234  0.01
H7 2.0632 -3.0019 1.2190  -0.01
H8 2.9661 -2.1977 0.2282  0.01
H9 2.3175 -1.4380 1.5260  0.00

Summary:
SMILES	COC.N
multiplicity	1
charge	0
LUMO level	0.81	eV
molecular weight	63.10	Da
frontier orbital gap	10.70	eV

---

C:
Density functional theory data (ωB97M-V/def2-TZVPD) for 2 unconnected molecules or ions with the total composition C2H9NO.

Each line ends with the Löwdin charge.
Cartesian coordinates (Å):
C1 0.8424 0.3492 1.4856  -0.03
N1 -0.0492 -0.1530 0.2765  -0.21
C2 0.7221 -0.1918 -0.8603  -0.21
H1 1.0940 1.2882 0.9468  0.08
H2 1.5803 -0.3791 1.7358  0.06
H3 0.2669 0.6681 2.3477  0.06
H4 -0.2632 -1.0483 0.3906  0.04
H5 1.5322 -0.9487 -0.7421  0.09
H6 0.0646 -0.5574 -1.6889  0.09
H7 1.0401 0.8049 -1.2748  0.10
O1 -2.5256 -0.2534 -0.8664  -0.10
H8 -1.8166 -0.0715 -0.2361  -0.03
H9 -2.4881 0.4929 -1.5144  0.05

Summary:
SMILES	CNC.O
multiplicity	1
charge	0
LUMO level	0.96	eV
molecular weight	63.10	Da
frontier orbital gap	10.54	eV

---

D:
Density functional theory data (ωB97M-V/def2-TZVPD) for 2 unconnected molecules or ions with the total composition C2H9NO.

Each line ends with the Löwdin charge.
Cartesian coordinates (Å):
C1 -1.7702 0.5211 0.4361  -0.12
N1 -0.4557 -0.2297 0.4847  -0.21
C2 -0.5184 -1.5426 -0.1512  -0.17
H1 -1.6321 1.0571 -0.5772  0.09
H2 -2.6704 -0.1087 0.4226  0.07
H3 -1.5589 1.2455 1.2267  0.07
H4 -0.2000 -0.1246 1.4600  0.08
H5 -1.4474 -1.8082 -0.6699  0.06
H6 -0.0551 -2.4095 0.4730  0.10
H7 0.0568 -1.5250 -1.1235  0.07
O1 2.5601 1.1215 -0.6570  -0.02
H8 1.9106 0.6225 -0.1644  0.00
H9 2.0377 1.8158 -0.8939  -0.03

Summary:
SMILES	CNC.O
multiplicity	1
charge	0
LUMO level	0.89	eV
molecular weight	63.10	Da
frontier orbital gap	9.89	eV

---

Stability check: which of them is least stable? A.

---

A:
Density functional theory data (ωB97M-V/def2-TZVPD) for C23H27N3O4 in the gas phase.

Each line ends with the Löwdin charge.
Cartesian coordinates (Å):
C1 1.2928 1.6120 -2.9252  -0.07
O1 0.6221 1.6125 -1.6879  -0.09
C2 0.9504 2.5621 -0.7666  -0.24
C3 2.0594 3.3922 -0.8601  -0.02
C4 2.3157 4.3349 0.1234  -0.08
C5 1.4592 4.4748 1.1991  -0.09
C6 0.3428 3.6620 1.2915  -0.03
C7 0.0795 2.6861 0.3369  -0.17
C8 -1.1419 1.8844 0.4265  0.04
C9 -1.2459 0.5513 0.3163  -0.13
N1 -2.4530 -0.1366 0.2487  0.14
C10 -3.7257 0.3423 0.3103  -0.41
O2 -4.0048 1.5025 0.5475  0.08
C11 -4.7756 -0.6967 0.0971  -0.13
C12 -4.5827 -1.8227 -0.6990  -0.03
C13 -5.6100 -2.7339 -0.8678  -0.08
C14 -6.8318 -2.5351 -0.2458  -0.08
C15 -7.0341 -1.4097 0.5363  -0.07
C16 -6.0140 -0.4923 0.7001  -0.02
C17 -0.1185 -0.4362 0.2674  -0.42
O3 -0.2997 -1.5586 -0.1825  0.06
N2 1.0289 -0.0562 0.8598  0.09
C18 2.2174 -0.8725 0.8168  -0.14
C19 3.1215 -0.4501 -0.3652  -0.17
N3 4.3306 -1.1871 -0.6067  -0.18
C20 5.4168 -1.0566 0.3439  -0.15
C21 5.4242 -2.1523 1.4200  -0.20
O4 5.4062 -3.4356 0.8356  -0.13
C22 4.2624 -3.6038 0.0244  -0.19
C23 4.2124 -2.5495 -1.0905  -0.15
H1 0.7980 0.8484 -3.5233  0.10
H2 1.2040 2.5805 -3.4273  0.10
H3 2.3513 1.3538 -2.8166  0.09
H4 2.7311 3.3144 -1.7005  0.11
H5 3.1863 4.9672 0.0344  0.10
H6 1.6515 5.2187 1.9566  0.10
H7 -0.3419 3.7708 2.1195  0.12
H8 -2.0568 2.4487 0.5477  0.11
H9 -2.3037 -1.1284 0.0796  0.12
H10 -3.6466 -1.9838 -1.2145  0.11
H11 -5.4570 -3.6031 -1.4904  0.10
H12 -7.6276 -3.2532 -0.3781  0.10
H13 -7.9884 -1.2471 1.0148  0.10
H14 -6.1540 0.3965 1.2970  0.12
H15 1.1262 0.9061 1.1459  0.13
H16 2.7452 -0.7702 1.7683  0.12
H17 1.8853 -1.9040 0.6831  0.11
H18 3.4019 0.6003 -0.2221  0.12
H19 2.5129 -0.5199 -1.2715  0.12
H20 5.3753 -0.0714 0.8103  0.12
H21 6.3524 -1.1379 -0.2233  0.12
H22 6.3419 -2.1011 2.0089  0.12
H23 4.5600 -2.0416 2.0933  0.11
H24 4.3417 -4.6047 -0.4034  0.12
H25 3.3577 -3.5526 0.6485  0.11
H26 3.2876 -2.6526 -1.6583  0.13
H27 5.0619 -2.7266 -1.7618  0.12

Summary:
SMILES	COc1ccccc1/C=C(/NC(=O)c1ccccc1)C(=O)NCCN1CCOCC1
multiplicity	1
charge	0
LUMO level	0.41	eV
molecular weight	409.49	Da
frontier orbital gap	8.49	eV

---

B:
Density functional theory data (ωB97M-V/def2-TZVPD) for C23H27N3O4 in the gas phase.

Each line ends with the Löwdin charge.
Cartesian coordinates (Å):
C1 -0.9950 6.0438 6.2481  -0.09
O1 0.0353 5.7665 5.3314  -0.09
C2 -0.0037 4.5874 4.6490  -0.28
C3 -0.9834 3.6113 4.7881  -0.01
C4 -0.9202 2.4450 4.0472  0.00
C5 0.1156 2.2275 3.1453  -0.19
N1 0.1932 1.0391 2.4004  0.01
C6 1.4444 0.6164 1.7997  -0.09
C7 1.2207 -0.8558 1.4427  -0.19
C8 1.9648 -1.2650 0.1810  -0.45
O2 2.3002 -0.4662 -0.6773  0.05
N2 2.1956 -2.5845 0.0785  0.12
C9 2.8315 -3.1863 -1.0855  -0.27
C10 3.4347 -4.5294 -0.7134  -0.04
C11 1.7640 -3.3429 -2.1940  -0.46
O3 1.2237 -4.4007 -2.4368  0.07
N3 1.5071 -2.1856 -2.8270  0.07
C12 0.4305 -2.0472 -3.7796  -0.16
C13 -0.8063 -1.3910 -3.1458  -0.14
C14 -1.8930 -1.2415 -4.1711  -0.25
C15 -2.7386 -2.3063 -4.4556  -0.04
C16 -3.7162 -2.1884 -5.4269  -0.08
C17 -3.8586 -1.0033 -6.1287  -0.10
C18 -3.0188 0.0620 -5.8538  -0.09
C19 -2.0409 -0.0582 -4.8821  -0.05
C20 -0.2942 -0.9146 1.2266  -0.02
C21 -0.8418 0.2103 2.1007  -0.43
O4 -1.9969 0.3266 2.4361  0.08
C22 1.0954 3.2105 3.0024  -0.02
C23 1.0357 4.3696 3.7449  0.00
H1 -0.7663 7.0255 6.6601  0.09
H2 -1.0207 5.3088 7.0593  0.10
H3 -1.9728 6.0769 5.7567  0.10
H4 -1.8052 3.7406 5.4741  0.10
H5 -1.6914 1.7028 4.1636  0.11
H6 1.6560 1.1788 0.8813  0.13
H7 2.2700 0.7528 2.5015  0.14
H8 1.5088 -1.5022 2.2760  0.15
H9 1.8069 -3.2220 0.7559  0.15
H10 3.6012 -2.4865 -1.4289  0.15
H11 4.0033 -4.9185 -1.5529  0.09
H12 4.0936 -4.4302 0.1458  0.08
H13 2.6410 -5.2385 -0.4891  0.08
H14 1.9107 -1.3338 -2.4518  0.11
H15 0.1790 -3.0491 -4.1341  0.12
H16 0.7774 -1.4445 -4.6236  0.13
H17 -1.1503 -2.0202 -2.3219  0.12
H18 -0.5244 -0.4137 -2.7467  0.11
H19 -2.6298 -3.2319 -3.9089  0.12
H20 -4.3694 -3.0227 -5.6368  0.10
H21 -4.6224 -0.9099 -6.8865  0.10
H22 -3.1257 0.9896 -6.3972  0.10
H23 -1.3888 0.7774 -4.6696  0.11
H24 -0.5537 -0.6855 0.1896  0.13
H25 -0.7478 -1.8682 1.4902  0.13
H26 1.9054 3.0825 2.3026  0.11
H27 1.7906 5.1321 3.6368  0.12

Summary:
SMILES	COc1ccc(N2C[C@H](C(=O)N[C@@H](C)C(=O)NCCc3ccccc3)CC2=O)cc1
multiplicity	1
charge	0
LUMO level	0.52	eV
molecular weight	409.49	Da
frontier orbital gap	8.54	eV

---

Stability check: which of them is least stable? A.

---

A:
Density functional theory data (ωB97M-V/def2-TZVPD) for 2 unconnected molecules or ions with the total composition C5H15NO2.

Each line ends with the Löwdin charge.
Cartesian coordinates (Å):
C1 0.6173 0.4685 -2.5547  0.01
N1 0.5488 0.0846 -1.1751  0.15
C2 -0.6384 -0.5681 -0.6401  -0.29
C3 -1.2952 0.3855 0.3879  -0.39
C4 -2.1282 1.4747 -0.2850  -0.01
O1 -0.3575 0.8648 1.3066  0.00
C5 -0.2442 -1.9479 -0.0803  0.01
H1 1.0832 -0.2928 -3.1979  0.14
H2 1.3526 1.2941 -2.6103  0.13
H3 -0.3480 0.8039 -2.8995  0.11
H4 1.4178 -0.3833 -0.9040  0.17
H5 -1.3102 -0.7605 -1.4690  0.15
H6 -1.9769 -0.2238 1.0005  0.16
H7 -2.8014 1.9580 0.3967  0.09
H8 -2.6565 1.0981 -1.1620  0.09
H9 -1.4393 2.2358 -0.6431  0.09
H10 -0.0863 1.7817 1.1811  0.11
H11 0.7315 -1.9613 0.4045  0.09
H12 -0.9540 -2.1697 0.6969  0.09
H13 -0.3004 -2.6957 -0.8673  0.10
H14 1.9105 -0.4268 2.3277  0.01
H15 2.9426 -1.4655 2.9911  0.05
O2 2.8338 -0.6720 2.4490  -0.06

Summary:
multiplicity	2
charge	+1
LUMO level (alpha / beta)	-2.98 / -7.86	eV
molecular weight	121.18	Da
frontier orbital gap (alpha / beta)	11.35 / 6.47	eV

---

B:
Density functional theory data (ωB97M-V/def2-TZVPD) for 3 unconnected molecules or ions with the total composition C5H15NO2.

Each line ends with the Löwdin charge.
Cartesian coordinates (Å):
C1 1.2643 -2.6073 0.7273  -0.06
C2 0.4744 -1.6677 -0.3386  -0.19
N1 -1.3617 0.2761 -1.4891  0.21
C3 -0.2907 0.7252 -0.6241  -0.23
C4 0.6176 -0.1581 -0.1592  0.00
C5 -0.2594 2.2503 -0.3840  0.01
H1 2.1537 -3.0334 0.0922  0.12
H2 0.5104 -3.3617 1.0507  0.09
H3 1.6084 -2.2203 1.5743  0.01
H4 0.9118 -1.7623 -1.4542  0.17
H5 -0.6869 -1.9743 -0.2325  0.16
H6 -2.0446 0.9773 -1.8665  0.15
H7 -1.2766 -0.4989 -2.1214  0.11
H8 1.5303 0.0705 0.4302  0.16
H9 -1.1422 2.5244 0.1488  0.08
H10 -0.7065 2.7547 -1.3002  0.11
H11 0.7044 2.7315 -0.2162  0.10
H12 -3.8187 0.4831 3.4639  0.01
H13 -4.2033 1.7190 4.3490  -0.04
O1 -3.7635 0.9667 4.2506  0.03
H14 4.2339 -0.2813 -1.7431  0.10
H15 2.6738 0.0586 -2.1422  -0.07
O2 3.5443 0.1114 -2.3678  -0.03

Summary:
multiplicity	2
charge	+1
LUMO level (alpha / beta)	-3.51 / -7.55	eV
molecular weight	121.18	Da
frontier orbital gap (alpha / beta)	10.41 / 6.37	eV

---

Stability check: which of them is least stable? B.

---

A:
Density functional theory data (ωB97M-V/def2-TZVPD) for 2 unconnected molecules or ions with the total composition CClO2S.

Each line ends with the Löwdin charge.
Cartesian coordinates (Å):
C1 -0.0681 -0.2023 -0.7470  -1.03
O1 -1.0824 0.3838 -0.8707  -0.04
O2 0.6579 0.2537 0.9806  -0.89
S1 0.9812 -1.2089 -1.3935  0.56
Cl1 -0.4886 0.7737 2.0306  0.40

Summary:
multiplicity	1
charge	-1
LUMO level	3.62	eV
molecular weight	111.53	Da
frontier orbital gap	7.82	eV

---

B:
Density functional theory data (ωB97M-V/def2-TZVPD) for 2 unconnected molecules or ions with the total composition CClO2S.

Each line ends with the Löwdin charge.
Cartesian coordinates (Å):
C1 -0.6947 -0.5223 -0.1991  -1.02
O1 0.0277 -1.2792 -0.7117  0.00
O2 0.6211 0.7136 0.6097  -0.93
S1 -2.1125 -0.0229 0.2353  0.62
Cl1 2.1584 1.1108 0.0658  0.33

Summary:
multiplicity	1
charge	-1
LUMO level	3.51	eV
molecular weight	111.53	Da
frontier orbital gap	7.51	eV

---

C:
Density functional theory data (ωB97M-V/def2-TZVPD) for 2 unconnected molecules or ions with the total composition CClO2S.

Each line ends with the Löwdin charge.
Cartesian coordinates (Å):
C1 -0.7737 -0.2681 0.0460  -0.95
O1 -0.3230 -1.3461 0.0335  0.01
O2 1.1403 1.2023 0.1527  -0.99
S1 -1.9073 0.7809 -0.0622  0.66
Cl1 2.4543 0.2296 -0.0677  0.27

Summary:
multiplicity	1
charge	-1
LUMO level	3.37	eV
molecular weight	111.53	Da
frontier orbital gap	6.69	eV

---

D:
Density functional theory data (ωB97M-V/def2-TZVPD) for 2 unconnected molecules or ions with the total composition CClO2S.

Each line ends with the Löwdin charge.
Cartesian coordinates (Å):
C1 0.0383 0.9850 0.4832  -0.68
O1 -0.7023 1.1869 -0.3900  0.07
O2 0.8517 1.0882 1.3128  0.06
S1 0.7200 -1.4918 -0.0763  -0.21
Cl1 -0.9077 -1.7683 -1.3297  -0.25

Summary:
multiplicity	1
charge	-1
LUMO level	3.90	eV
molecular weight	111.53	Da
frontier orbital gap	7.03	eV

---

Stability check: which of them is least stable? C.